22
Properties=species:S:1:pos:R:3 method="wB97M-V/def2-TZVPD" e_tot_ev=-27007.4627 largest_force_ev_per_a=4.48 relative_energy_ev=3.199 smiles="CC1=C([NH3+])C(Cl)=C[C@H]([N+](=O)[O-])C1" homo_energy_ev=-13.031 charge=+1
C -1.0821 -0.7723 2.4004
C 0.5664 -0.5838 0.6636
C 0.1906 -0.8809 2.0218
C -0.2700 0.1123 -0.2132
C -1.5656 0.5810 0.3625
C -2.1256 -0.4162 1.3750
C 0.0514 0.4123 -1.6746
N -2.4701 -1.7111 0.5566
N 1.8182 -1.1807 0.2691
O -3.1686 -1.5024 -0.3804
O -1.9111 -2.7183 0.9118
Cl 1.4440 -1.3958 3.0347
H -1.3794 -0.5803 3.3817
H -1.4427 1.4470 0.8798
H -2.1934 0.6605 -0.5644
H -3.0474 -0.1762 1.8503
H -0.8179 0.0529 -2.1523
H 1.0617 -0.0422 -1.9174
H 0.2236 1.4235 -1.6905
H 2.2692 -1.5839 1.0640
H 2.4484 -0.4221 -0.1393
H 1.7566 -1.7360 -0.5367